1.
Below is a cluster of 11 separate species, C5H28NO12 in total, with properties calculated with ωB97M-V/def2-TZVPD.

```
46
Properties=species:S:1:pos:R:3:nbo_charge:R:1
O -1.73392 0.77027 -1.38220 -0.75
O 1.02566 -4.20014 0.88394 -0.98
O -3.43924 -2.75626 0.72384 -0.97
O 0.30185 4.18833 1.20751 -0.97
O 2.71675 2.05317 1.44598 -1.00
O 2.96936 2.21188 -1.27169 -0.97
O -2.01987 3.01558 -0.45496 -1.00
O 2.27047 0.20090 -3.02868 -0.97
O -0.92672 -2.82724 -0.29622 -0.98
O -3.86181 -0.60846 -2.11460 -0.97
O 0.07096 -0.57774 -1.68126 -0.85
O 2.81176 -2.52396 -0.24784 -0.95
N -1.23868 0.52548 1.52860 -0.64
C 0.94935 0.01473 2.44554 -0.43
C 0.90536 -0.31894 0.90384 -0.40
C -0.47894 0.21608 2.79163 -0.24
C -0.69937 0.22571 -1.03122 0.79
C -0.12903 0.65669 0.36169 -0.19
H -0.30934 4.08783 1.96378 0.47
H 0.95075 -4.84678 0.13673 0.46
H 0.55909 -1.32542 0.77518 0.19
H -0.48244 -2.56537 -1.18009 0.52
H 1.91671 -0.25505 0.58252 0.23
H 1.35088 0.17588 -2.71701 0.50
H -2.01098 2.05809 -0.19913 0.50
H 2.47015 -0.65754 -2.92199 0.47
H -1.53052 1.46004 1.62720 0.34
H -3.65976 0.32125 -1.82561 0.49
H -1.90727 2.99338 -1.36763 0.47
H -2.66027 -3.16373 0.98609 0.47
H 2.43461 1.56807 -1.75123 0.50
H 0.22873 -3.66235 0.57941 0.50
H -3.40670 -1.77888 0.61281 0.49
H -3.03876 -1.09400 -2.01030 0.48
H 0.13255 1.62164 0.33296 0.20
H -0.53722 1.02367 3.48265 0.17
H -0.87221 -0.66891 3.24740 0.18
H 2.81741 1.97326 0.49308 0.51
H 2.25689 -1.83298 -0.55633 0.46
H -1.09095 -1.90719 0.06153 0.50
H 1.58696 0.90129 2.56609 0.24
H -0.20468 3.97459 0.41843 0.50
H 1.45250 -0.81739 2.95867 0.21
H 2.09227 2.65146 1.78484 0.48
H 3.11481 2.91183 -1.87981 0.47
H 2.25147 -3.16145 0.00017 0.47
```

The LUMO energy comes out at 2.781 eV. As for the energy above the lowest of the compared OMol25 structures with the same formula, charge and spin: 48.34 kcal per mole. As for the total charge: -1.

2.
Below is a structure of composition C3H4CuO3, with properties calculated with ωB97M-V/def2-TZVPD.

```
11
Properties=species:S:1:pos:R:3:nbo_charge:R:1
Cu 1.86586 0.34871 -2.19563 0.96
O 2.24192 -0.14432 0.03615 -0.64
O -0.32584 0.23954 -1.42215 -0.77
O 0.71834 0.14779 1.73866 -0.48
C -0.38229 -0.38653 -0.18032 -0.10
C 1.20534 -0.24536 0.62295 0.85
C -0.88705 0.29925 1.03692 -0.04
H -0.64044 -1.44937 -0.25775 0.22
H -1.04574 -0.03381 -2.00154 0.52
H -1.02042 1.38108 1.06153 0.24
H -1.72968 -0.15698 1.56117 0.24
```

The LUMO energy comes out at -5.514 eV. As for the energy above the lowest of the compared OMol25 structures with the same formula, charge and spin: 62.99 kcal per mole. As for the total charge: +1.

3.
Below is a structure of composition C29H40HfN2O2P3, with properties calculated with ωB97M-V/def2-TZVPD.

```
77
Properties=species:S:1:pos:R:3:lowdin_charge:R:1
Hf -0.36813 -0.92136 -0.65674 0.83
P -0.47839 1.02732 2.21201 0.81
P -1.31160 0.68360 -2.54597 0.74
P 2.05938 -2.17976 -0.11431 0.81
O -3.33301 -3.46012 -4.39582 -0.08
O -0.23941 -4.42579 -1.58464 -0.10
N 1.05445 -1.29206 -2.87506 0.04
N -0.30740 -0.25979 1.20591 -0.47
C 1.20657 1.33519 2.74370 -0.29
C -3.16547 3.44782 0.33992 -0.08
C 0.61377 -0.79797 -4.06218 -0.30
C 3.00191 -1.99693 -4.12810 -0.03
C 1.84205 -3.99211 0.08701 -0.28
C 3.49645 1.93173 2.24035 -0.08
C -0.85903 2.36412 -2.81604 -0.27
C -3.12685 0.64975 -2.66524 -0.26
C -2.46386 4.64564 0.26971 -0.09
C -1.78288 1.34408 4.54437 -0.10
C 2.92120 0.96119 4.39309 -0.07
C 1.60358 0.81272 3.98697 -0.08
C 2.40423 -1.70807 -5.34899 -0.03
C 2.16226 1.83258 1.82982 -0.10
C 3.07399 -2.16196 -1.68722 -0.28
C 3.86115 1.51841 3.52513 -0.08
C -2.56486 2.31465 0.90938 -0.08
C -0.56002 3.63212 1.34693 -0.08
C -1.17337 4.74129 0.76123 -0.08
C 1.14832 -1.13036 -5.30141 -0.04
C -1.25309 2.41363 1.46056 -0.30
C -2.86416 -1.26443 4.59800 -0.07
C 2.32060 -1.80105 -2.93629 -0.32
C -2.06789 -0.88046 3.51642 -0.07
C -0.61332 0.12084 -4.14498 -0.29
C -2.58157 0.96572 5.59874 -0.07
C -3.11830 -0.33979 5.62568 -0.06
C 3.23888 -1.75333 1.15230 -0.27
C -1.52608 0.40637 3.54076 -0.31
H -0.95513 2.98845 -1.91403 0.04
H -0.25432 -4.88914 -2.49362 0.12
H 1.37225 -4.15427 1.05718 0.05
H -1.35688 2.33343 4.46968 0.11
H -3.47055 -0.34760 -2.93589 0.03
H -3.28534 -2.27139 4.64185 0.11
H 0.76565 0.24442 -0.80129 -0.12
H 3.96229 -1.45992 -1.52160 0.12
H 1.85954 2.13622 0.81229 0.11
H -1.41486 -0.30713 -4.75947 0.09
H -3.47297 1.37938 -3.38684 0.05
H 3.51952 -3.18643 -1.82848 0.10
H 4.23374 2.35857 1.55016 0.11
H -3.76081 -0.64310 6.47413 0.11
H -2.78618 1.66702 6.39490 0.11
H -2.82313 -3.28464 -5.20925 0.04
H 0.58301 -0.85273 -6.18836 0.12
H -2.93548 5.50060 -0.16800 0.10
H 3.98201 -2.44472 -4.11059 0.12
H -1.94138 -0.40157 0.10169 -0.11
H 4.89242 1.63004 3.84339 0.11
H 2.76456 -4.55878 -0.02944 0.05
H 2.69150 -1.27399 1.97692 0.03
H -0.80329 -4.97089 -1.04894 0.05
H -3.09201 1.33101 0.94488 0.10
H 0.46020 3.68538 1.74708 0.10
H 3.19719 0.64388 5.38990 0.11
H -1.87263 -1.54374 2.67743 0.08
H -1.46502 2.81737 -3.60865 0.07
H -0.61545 5.67795 0.72062 0.11
H 3.76475 -2.63646 1.55804 0.06
H -4.20802 3.36667 -0.02282 0.12
H 0.85809 0.31359 4.60668 0.11
H -2.91704 -2.74841 -3.83599 0.03
H 3.99223 -1.02872 0.79959 0.05
H 1.14749 -4.33885 -0.68906 -0.02
H -3.53312 0.89306 -1.67948 0.02
H -0.40021 1.07987 -4.71185 0.11
H 2.87799 -1.92043 -6.31006 0.12
H 0.18928 2.43259 -3.13773 0.06
```

The LUMO energy comes out at -2.566 eV. As for the total charge: +1.

4.
Below is a structure of composition C57H48Cl3CsGeOP3, with properties calculated with ωB97M-V/def2-TZVPD.

```
114
Properties=species:S:1:pos:R:3:lowdin_spin:R:1
Cs -1.01890 0.42308 0.18111 0.01
Ge -2.92641 3.97587 -0.59522 0.00
Cl -1.81285 5.56407 0.46992 0.00
Cl -4.18919 2.88197 0.90472 0.00
Cl -4.32698 4.64920 -2.13530 0.00
P -0.65823 0.40764 3.79217 0.00
P 2.65777 -0.02776 0.16287 0.00
P -1.40692 -0.31097 -3.43218 0.03
O 2.13653 -0.19559 3.02581 0.00
C 0.56080 4.18190 3.37621 0.00
C 2.93104 -1.77876 0.36643 0.00
C 5.38654 2.23740 2.22404 0.00
C 4.64365 1.00649 -3.81746 0.00
C 4.26170 -3.60307 1.12505 0.00
C -0.71912 3.46326 -4.55566 0.00
C -2.22808 0.17864 4.59573 0.00
C -1.00308 3.51184 -5.91531 0.00
C -4.04638 -1.33540 5.15455 0.00
C 3.98394 2.02071 -3.07492 0.00
C 3.46620 0.34449 -1.38256 0.00
C 2.74100 -1.60225 4.94658 0.00
C 2.28713 -2.35194 6.04815 0.00
C -0.42627 -4.23780 -5.65475 0.00
C 4.78441 1.55022 1.20174 0.00
C 5.03328 2.01943 3.54908 0.00
C -2.50005 -2.43792 -1.30106 0.44
C -1.49312 2.38646 -6.54470 0.00
C 1.88796 -3.90051 0.75627 0.00
C -2.17899 -2.78403 -4.79152 0.00
C 4.16678 -2.27399 0.78278 0.00
C 1.02504 4.48954 4.66803 0.00
C 3.42634 1.69519 -1.86580 0.00
C 3.66962 0.70239 1.43816 0.00
C 3.29885 0.52301 2.78614 0.00
C -2.99266 1.25193 5.10544 0.00
C -0.14331 2.97865 3.21542 0.00
C -0.83507 2.25985 -3.87372 0.00
C -0.24850 2.06994 4.27012 0.00
C 0.17490 2.41622 5.57371 0.00
C 0.77591 3.66454 5.75165 0.00
C -4.24196 1.02081 5.64140 0.00
C -5.40679 -0.12659 -1.07562 -0.02
C 1.83576 -0.77742 4.25890 0.00
C -3.01595 -0.32972 -2.65565 0.13
C -3.67316 -2.70240 -4.54553 0.01
C 4.10259 -0.64744 -2.15983 0.00
C 0.48945 -0.63072 4.73928 0.00
C -1.21246 -1.80093 -4.42646 0.01
C 1.03435 -2.16133 6.57758 0.00
C -2.78906 -1.11034 4.58464 0.00
C 1.80951 -2.58719 0.32393 0.00
C -4.51933 -1.16388 -0.82489 0.13
C 0.11590 -2.06995 -4.72032 0.00
C -3.98802 0.63712 -2.89246 -0.01
C 4.69579 -0.30017 -3.35339 0.00
C -5.15210 0.74597 -2.14870 0.17
C 0.16999 -1.24610 5.96331 0.00
C -1.60721 1.14562 -5.91365 0.00
C -1.33955 1.10025 -4.52730 0.00
C -1.76959 -3.91381 -5.49690 0.00
C -3.31897 -1.34824 -1.61049 0.03
C 4.02438 1.08279 3.83402 0.00
C 3.14408 -4.43373 1.10348 0.00
C -4.77503 -0.24955 5.63212 0.00
C 0.53314 -3.29266 -5.26206 0.00
C -2.20656 0.02087 -6.70753 0.00
H -4.05351 -1.67333 -4.49097 0.00
H -3.06573 -0.42645 -6.19567 0.00
H 1.66238 5.39514 4.76849 0.00
H -6.35850 -0.03521 -0.50570 0.00
H -3.82325 1.33402 -3.72764 0.00
H -0.13565 -5.20337 -6.09510 0.00
H -3.93823 -3.27608 -3.62236 0.00
H 6.14872 2.96142 1.97748 0.00
H 3.77813 -1.67355 4.58497 0.00
H -4.84242 1.86140 6.06102 0.00
H 3.92990 3.06468 -3.48703 0.00
H -1.60485 -2.68725 -1.85551 0.03
H 4.99896 -1.58193 0.82394 0.00
H -0.38950 4.36856 -4.01842 0.00
H -2.61888 0.48779 -7.59071 0.00
H 5.22512 -3.98885 1.49192 0.00
H 1.59609 -3.49472 -5.44976 0.00
H -5.82232 1.58521 -2.36051 0.01
H 5.16202 -1.04593 -3.98688 0.00
H 3.22661 -5.48818 1.39661 0.00
H -5.76255 -0.45300 6.05724 0.00
H 0.83885 -2.14135 0.02248 0.00
H -2.53952 -4.55341 -5.91747 0.00
H -1.75953 2.41311 -7.58891 0.00
H 2.93062 2.42943 -1.20833 0.00
H -2.71648 -3.02060 -0.41249 0.03
H 0.03273 1.69752 6.38378 0.00
H 3.74192 0.79049 4.83820 0.00
H -2.55668 2.25667 5.19741 0.00
H -0.81288 -1.06032 6.41449 0.00
H 0.71313 -2.79104 7.42401 0.00
H -1.48271 -0.74934 -7.04563 0.00
H -2.19976 -1.94368 4.20915 0.00
H 0.99902 -4.50132 0.86378 0.00
H -4.42822 -2.33655 5.23014 0.00
H -0.52236 2.17581 -2.82869 0.00
H -4.72708 -1.82069 0.01313 0.01
H 3.02836 -3.01571 6.52763 0.00
H 5.22904 1.28192 -4.70236 0.00
H 1.14643 3.99406 6.74798 0.00
H -0.86784 4.41633 -6.51348 0.00
H -0.52885 2.75169 2.24564 0.00
H 0.71025 4.83913 2.52542 0.00
H 5.47639 2.53159 4.39211 0.00
H -4.22801 -3.19466 -5.37425 0.00
H 4.12407 -1.70331 -1.84270 0.00
H 0.85384 -1.33050 -4.43676 0.00
H 5.14826 1.67914 0.19069 0.00
```

The LUMO energy (spin up / spin down) comes out at -0.009 / -1.209 eV. As for the energy above the lowest of the compared OMol25 structures with the same formula, charge and spin: 3.62 kcal per mole. Its spin multiplicity is 2. As for the total charge: 0.

5.
Below is a cluster of 2 separate species, C9H16N in total, with properties calculated with ωB97M-V/def2-TZVPD.

```
26
Properties=species:S:1:pos:R:3:nbo_charge:R:1
N 0.91307 0.92805 -0.23839 -0.69
C -0.40638 -2.16174 0.19496 -0.01
C 1.20868 3.32104 -0.90045 -0.66
C -2.06914 0.10955 0.56037 -0.25
C -1.11915 -1.59031 -0.85611 -0.23
C 1.41340 2.28920 0.17633 -0.22
C -1.88841 -0.44136 -0.69135 -0.25
C 0.48387 -3.35118 -0.07640 -0.64
C -1.38975 -0.47471 1.64148 -0.23
C -0.63113 -1.61740 1.46673 -0.23
H 1.27325 -3.09172 -0.79247 0.22
H -2.38847 -0.06433 -1.58978 0.24
H -2.58670 1.02930 0.82939 0.24
H 1.27684 2.97291 -1.93381 0.23
H -0.23824 -2.11212 2.33762 0.23
H -0.13379 -4.09160 -0.57480 0.24
H -1.00809 -1.97306 -1.86115 0.23
H -1.60872 -0.07377 2.62385 0.24
H 0.86088 0.22026 0.51586 0.46
H 0.31131 3.93919 -0.82615 0.24
H 2.01164 4.05396 -0.80769 0.26
H 0.86148 -3.81076 0.82816 0.23
H 2.46834 2.12950 0.35501 0.22
H 1.44940 0.47605 -0.97784 0.43
H -0.06538 0.91438 -0.56465 0.46
H 1.00119 2.47065 1.16128 0.24
```

The LUMO energy comes out at -3.037 eV. As for the energy above the lowest of the compared OMol25 structures with the same formula, charge and spin: 0.00 kcal per mole. As for the total charge: +1.

| no. | maximum force (eV Å⁻¹) |
| --- | --- |
| 1 | 5.9 |
| 2 | 5.7 |
| 3 | 5.5 |
| 4 | 3.3 |
| 5 | 1.6 |